{"formula": "C53H44N4OP2PdSb", "method": "ωB97M-V/def2-TZVPD", "s2": 2.020, "multiplicity": 3, "orbital_gap_ha": [0.291, 0.162], "charge": 1, "elements": ["H", "C", "N", "H", "C", "C", "H", "C", "C", "N", "C", "C", "C", "C", "C", "P", "O", "C", "C", "N", "C", "C", "C", "C", "C", "H", "C", "H", "C", "C", "C", "C", "H", "P", "H", "C", "C", "C", "C", "C", "C", "H", "H", "H", "H", "C", "H", "H", "H", "Pd", "C", "C", "C", "H", "C", "H", "C", "H", "H", "H", "C", "H", "C", "C", "C", "Sb", "H", "C", "C", "H", "H", "H", "H", "H", "C", "H", "H", "H", "H", "C", "H", "N", "C", "H", "H", "C", "C", "C", "C", "H", "C", "H", "C", "C", "H", "C", "H", "C", "H", "H", "H", "C", "H", "H", "H", "H"], "xyz": [[4.0716, -3.7704, -4.1492], [3.8187, 2.7407, 4.5358], [0.4378, -4.9633, -3.2713], [5.1444, 6.4018, 2.1199], [1.9626, 3.5554, -3.4704], [1.7024, 2.0897, 3.5947], [-3.6210, 4.4824, -0.0522], [-2.0256, 1.2602, 1.3406], [1.4179, 1.2325, -3.2605], [0.9442, 1.4059, 2.6250], [-2.3039, 1.3667, -0.0193], [1.0466, 2.8425, 4.5700], [3.2129, -1.7759, -1.5569], [3.0110, -4.0971, -0.9549], [3.6422, -2.1426, -2.8242], [-1.3113, -0.2769, 1.9960], [-1.9469, -1.6782, -1.0755], [-0.6914, -4.6200, 3.3779], [-2.3345, 2.3141, 2.1998], [-1.2214, -2.6396, -1.4873], [-3.1825, -2.1691, 5.0706], [-0.9997, -5.1211, 1.0458], [3.0963, 2.0228, 3.6010], [1.2866, 2.6571, -1.3248], [2.8889, -2.7503, -0.6208], [0.9505, 0.6547, 0.7065], [-0.3052, -4.1205, -3.0305], [3.1463, -0.7264, -1.2935], [3.1656, 3.5299, 5.4725], [5.9937, -4.1037, 2.6184], [1.6800, 3.7337, -2.1285], [1.1258, 1.4071, -1.9161], [-5.9126, -0.7175, 3.6949], [0.8648, 3.0844, 0.4010], [-0.9661, -4.7693, 4.4140], [1.8468, 2.2955, -4.0381], [-2.2145, -1.6748, 4.2141], [4.3465, 5.7586, 1.7744], [4.9265, -3.3401, 4.6296], [4.9250, -3.6322, 1.8681], [-1.1944, -3.0516, -2.7183], [0.6084, -0.4999, 3.4428], [-3.1015, 2.6039, -1.5733], [3.7362, 4.1071, 6.1861], [1.3292, 0.2504, -3.7033], [3.4127, -4.4590, -2.2309], [-0.0347, 2.8860, 4.5783], [3.4772, -5.5038, -2.4995], [-3.1465, 4.2850, 2.3627], [-0.4106, -1.8887, 0.5227], [3.7306, -3.4829, -3.1644], [3.8603, -2.8626, 3.8816], [3.6018, 3.9285, 0.3989], [6.8413, -4.3022, 4.5777], [-2.5779, -0.8362, 3.1612], [-5.2662, -2.2034, 5.5609], [0.3475, -3.7675, 3.0568], [-2.2406, -5.8904, 2.6095], [5.6241, 4.6209, 0.4828], [1.2597, 4.1634, 6.2302], [2.0359, 5.1192, 1.7924], [1.0171, 5.2602, 2.1344], [4.6161, 4.7531, 0.8529], [2.2995, 4.1095, 0.8674], [-3.1692, 3.5791, 0.3342], [2.2751, -2.1201, 1.3322], [-2.8989, -2.8253, 5.8822], [3.8525, -3.0182, 2.5010], [1.7772, 3.5656, 5.4932], [0.4884, -4.3492, -0.2937], [4.9334, -3.7383, 0.7910], [-2.1559, 2.2199, 3.2645], [4.9286, -3.2175, 5.7048], [1.7666, 4.7203, -1.6900], [5.9977, -3.9542, 3.9971], [3.8961, -1.3756, -3.5440], [-2.0958, 0.5332, -0.6793], [-0.4406, 0.7962, 4.0475], [2.2740, 4.4017, -4.0674], [0.0930, -4.3165, 0.7140], [2.4881, 1.4381, 1.2102], [-2.5317, -1.9468, -4.6233], [0.0229, 0.3881, 3.1476], [2.7993, -4.8635, -0.2183], [0.7798, 0.5441, -1.3520], [-4.8770, -0.9938, 3.8352], [0.7574, -3.6052, 1.7293], [3.0566, 5.9389, 2.2484], [-2.8780, 2.5273, -0.5181], [2.0791, 2.1474, -5.0836], [1.3977, 1.4535, 1.2931], [4.8974, 2.6710, 4.5363], [-1.3940, -5.2635, 2.3649], [-1.9531, -2.4641, -3.7762], [3.8216, 3.1592, -0.3316], [-4.5128, -1.8223, 4.8858], [3.0411, -2.3606, 4.3862], [-2.9004, 3.4710, 1.6939], [-4.2053, 0.1051, 2.1183], [2.8421, 6.7235, 2.9611], [6.8288, -4.5764, 2.1181], [-3.9181, -0.5141, 2.9573], [-1.5247, -5.6546, 0.2636], [3.6126, 1.3799, 2.8991], [0.8749, -3.2366, 3.8437], [-1.1747, -1.9385, 4.3560]], "mulliken_spin": [0.00, -0.03, -0.01, 0.00, 0.00, 0.02, 0.00, 0.01, 0.00, 0.46, -0.03, 0.09, -0.01, 0.00, 0.00, 0.18, 0.20, -0.01, 0.00, 0.09, 0.00, -0.01, 0.07, 0.00, 0.00, 0.01, 0.00, 0.00, 0.08, 0.00, 0.01, 0.03, 0.00, 0.16, 0.00, 0.01, 0.00, 0.02, 0.00, 0.00, -0.02, 0.02, 0.00, 0.00, 0.00, 0.00, 0.00, 0.00, 0.00, 0.49, 0.00, 0.00, 0.01, 0.00, 0.00, 0.00, 0.05, 0.00, 0.00, 0.00, 0.01, 0.00, 0.00, 0.02, 0.00, 0.03, 0.00, 0.02, -0.03, 0.00, 0.00, 0.00, 0.00, 0.00, 0.00, 0.00, -0.03, 0.01, 0.00, 0.03, 0.05, 0.00, 0.02, 0.00, -0.01, 0.00, -0.02, -0.01, 0.00, 0.00, -0.03, 0.00, 0.02, 0.02, 0.00, 0.01, 0.00, 0.01, 0.00, 0.00, 0.00, 0.01, 0.00, 0.00, 0.00, 0.01]}


{"formula": "C25H45N2P3SSeY", "method": "ωB97M-V/def2-TZVPD", "e_above_lowest_kj_mol": 53.3, "multiplicity": 1, "orbital_gap_ha": [0.111, 0.110], "charge": 3, "elements": ["H", "H", "H", "H", "P", "H", "H", "C", "C", "H", "C", "H", "H", "H", "S", "H", "H", "H", "H", "H", "H", "Y", "C", "C", "H", "P", "H", "C", "C", "H", "H", "C", "H", "H", "P", "H", "N", "H", "C", "H", "C", "C", "C", "H", "H", "C", "H", "C", "H", "C", "H", "H", "C", "C", "H", "H", "Se", "C", "C", "C", "H", "H", "H", "C", "C", "H", "N", "H", "H", "H", "H", "H", "C", "H", "C", "H", "H", "C"], "xyz": [[-5.9315, -5.3768, -2.0546], [-3.0482, -2.0500, 2.1797], [-2.8985, -3.1672, -3.3024], [-3.8890, -0.4773, 2.1673], [-1.4974, -0.1503, 2.3983], [3.3218, -1.7624, -1.1611], [3.2633, 1.0531, -0.9024], [-1.9033, 1.3408, 3.3723], [2.4320, 0.1206, -3.3854], [-0.0980, -1.9842, 0.3616], [2.5221, -2.1853, -1.7916], [1.8586, -1.1522, 2.2956], [-2.2652, -3.7881, 0.9040], [1.9002, 0.3704, -4.3144], [-3.2106, -1.7295, -0.8267], [-1.0650, -5.8827, 0.4433], [-0.0416, -2.7301, -3.1599], [2.9193, -1.2333, 0.8421], [-2.5721, 1.9820, 2.7805], [-3.2567, -1.1328, 3.7198], [1.1182, 3.4722, -2.1004], [-0.8177, -0.2918, -0.3836], [-1.1443, -5.6359, -1.7544], [-0.4098, 3.7283, -0.6524], [1.9929, -2.9656, -1.2218], [1.6108, 0.8258, 0.8830], [0.8775, 1.6193, 3.0886], [-1.6106, -4.8214, -2.7927], [-3.0794, -1.0512, 2.6389], [3.3457, -0.4373, -3.6456], [1.0139, -1.9919, -4.4155], [2.6013, 5.7244, -0.9859], [0.3111, 6.7621, 2.0357], [-3.3607, -7.0547, -2.3257], [1.3293, -0.8750, -2.2955], [-0.4917, -1.1753, -3.8957], [0.7335, 4.0473, -1.3466], [2.5285, 2.1709, 2.6765], [0.9710, 6.4944, 1.2179], [2.7200, 7.5999, 1.8650], [2.2849, 6.9640, 1.0995], [-2.3254, -3.6691, -2.5130], [2.9314, 1.6710, -0.0578], [-0.6921, -6.5847, -2.0452], [-1.0866, 4.1244, 2.2527], [-1.4928, 4.6620, 1.3791], [2.5663, 2.6432, -0.4194], [-2.0173, -4.0667, -0.1270], [2.7168, 1.0551, -2.8846], [-4.9238, -5.6048, -2.4194], [4.0847, 7.0335, -0.0809], [-0.0863, -1.9952, 3.1129], [0.5247, 5.6127, 0.2391], [-1.3513, -5.2583, -0.4098], [-4.5630, -7.0585, -0.9197], [-1.0598, -1.3262, 4.4684], [-1.6545, 2.3470, -0.9769], [3.0771, 6.6127, -0.0008], [1.5137, 2.0067, 2.2820], [1.3193, 5.2127, -0.8170], [1.1138, 2.9641, 1.9166], [-1.7170, 5.6894, 1.6828], [3.3724, -0.1974, 2.2363], [-0.4452, -1.0717, 3.5901], [0.3581, -1.7874, -3.5593], [-2.4052, 4.1580, 1.0377], [-0.5447, 4.7057, 0.2931], [2.9763, -2.6191, -2.6988], [3.7879, 1.8363, 0.6142], [3.1863, 5.4346, -1.8664], [-1.5026, -5.1184, -3.8496], [0.4232, -0.4781, 3.9098], [-4.2222, -6.5923, -1.8484], [-1.0063, 1.9144, 3.6293], [-2.4565, -3.2119, -1.1680], [-2.4209, 1.0311, 4.2929], [-4.6090, -5.0970, -3.3290], [2.5299, -0.5777, 1.6366]], "lowdin_charge": [0.07, 0.01, 0.14, 0.05, 0.71, 0.04, 0.02, -0.25, -0.25, -0.02, -0.27, 0.02, 0.11, 0.06, 0.83, 0.14, 0.01, 0.03, 0.05, 0.06, 0.16, 0.53, 0.05, -0.64, 0.04, 0.72, 0.01, -0.04, -0.28, 0.07, 0.07, 0.01, 0.12, 0.06, 0.73, 0.05, 0.12, 0.07, 0.02, 0.12, -0.03, -0.09, -0.25, 0.15, 0.09, -0.02, 0.03, -0.06, 0.02, -0.05, 0.13, 0.04, -0.16, 0.01, 0.07, 0.07, 0.62, -0.03, -0.24, -0.19, 0.04, 0.11, 0.07, -0.26, -0.28, 0.07, -0.07, 0.07, 0.07, 0.13, 0.16, 0.04, -0.06, 0.03, -0.65, 0.07, 0.05, -0.25]}


{"formula": "C48H78B2F2NO33S4", "method": "ωB97M-V/def2-TZVPD", "multiplicity": 1, "orbital_gap_ha": 0.315, "charge": -1, "elements": ["C", "O", "O", "H", "C", "C", "O", "H", "C", "C", "H", "C", "C", "H", "H", "H", "C", "C", "O", "C", "H", "H", "O", "H", "B", "H", "O", "C", "C", "H", "O", "H", "H", "C", "O", "H", "C", "C", "H", "O", "H", "C", "H", "H", "H", "C", "C", "H", "H", "S", "C", "H", "H", "C", "O", "O", "H", "O", "H", "O", "C", "H", "C", "H", "H", "H", "H", "H", "C", "H", "H", "H", "N", "C", "H", "C", "H", "H", "H", "F", "C", "C", "H", "O", "H", "O", "C", "H", "H", "C", "H", "C", "C", "H", "C", "C", "H", "O", "O", "O", "H", "O", "O", "H", "O", "H", "H", "C", "O", "C", "H", "C", "H", "H", "H", "C", "H", "O", "H", "S", "O", "H", "H", "B", "O", "C", "O", "H", "O", "S", "O", "O", "C", "H", "H", "H", "C", "C", "H", "H", "H", "H", "C", "H", "H", "H", "S", "H", "H", "O", "C", "H", "H", "O", "C", "H", "C", "C", "C", "H", "H", "O", "O", "F", "C", "H", "H", "H"], "xyz": [[8.3994, -0.5720, 2.9033], [10.3203, 0.1849, -2.3627], [10.6052, -10.3277, 6.1045], [17.1960, 0.0107, 2.2802], [12.5236, -6.9550, 2.1943], [14.1512, -2.6850, 1.5959], [8.9479, -4.0429, 0.3988], [11.6057, -1.9942, 2.3434], [14.1432, -3.0216, -3.0244], [16.4083, -4.6930, 0.3377], [15.6138, -4.3144, 4.6011], [16.5402, -4.8673, 4.4378], [13.8493, -9.8618, -3.6247], [20.7816, -3.9683, 0.2314], [17.3828, -3.4255, 6.2571], [22.8722, -6.9733, -1.2188], [11.1007, -0.5384, -2.9153], [10.5496, -9.4988, 5.2491], [15.7714, -7.0661, -3.9590], [9.3110, -8.6529, 4.8676], [7.9170, -4.2800, 3.3022], [19.5467, -1.3966, 2.5574], [18.4976, -7.4645, -1.9034], [14.3804, -4.5955, -0.1572], [15.6974, -8.5160, -3.5944], [17.3699, -2.3807, -0.5432], [13.1564, -6.7500, 1.2003], [11.3361, -1.5178, -6.6672], [8.4598, -1.3798, 1.7683], [16.5089, -1.2206, -1.5448], [9.7267, -7.6738, 4.0752], [10.5623, -3.0127, -1.5142], [12.5474, 1.6435, -2.4081], [21.3637, 1.6270, 0.1582], [14.3631, -8.7798, -3.0458], [13.2575, -2.4550, -1.0866], [17.3089, 0.7954, -5.8248], [19.5778, 2.6868, 1.3972], [16.6165, -5.7635, 0.2656], [11.5516, -9.1015, 4.4685], [16.0442, -1.7918, 1.0352], [15.3172, -4.2239, -0.5799], [17.5464, 2.2245, 0.7290], [17.3732, -4.2242, 0.1447], [19.3403, 3.3079, 2.2535], [20.6049, -3.5414, 1.2160], [21.1569, -5.9728, -2.6741], [11.0351, -3.5461, 1.7039], [10.8452, 1.6654, 2.1583], [17.9710, -3.8521, 4.0757], [10.2617, 0.7604, 2.0654], [15.3878, -4.7020, -1.5516], [9.4221, -1.6814, -0.1127], [8.3312, -5.1209, 2.7443], [11.4392, -2.8921, -6.3153], [21.6297, -7.1931, -2.8876], [11.8822, -1.3436, -7.5951], [11.5034, -7.7749, 2.3805], [20.9470, -4.2454, 1.9822], [16.9742, -5.3231, -3.2181], [6.3104, -4.5680, 0.9847], [13.4030, -2.5304, -3.6433], [14.7316, -10.1750, -4.8524], [9.9696, -3.5712, -3.1058], [20.6424, -3.5095, -3.9498], [15.1311, -3.0530, -3.4785], [14.5351, 3.3626, -0.1536], [7.8951, -6.0661, 3.0704], [13.8476, 2.7021, 0.3673], [20.6554, -2.2589, 3.7233], [16.7153, -0.0828, 4.0052], [19.1686, -4.2485, -3.0912], [15.3016, -2.7341, -0.7088], [19.0628, 1.2857, -0.4294], [16.7512, -5.5036, 5.2961], [20.5668, -1.5183, 2.9271], [15.9377, -1.7665, -5.1173], [14.6224, -4.9969, -6.3369], [14.6363, -1.0739, 0.4117], [18.1372, 0.6103, -1.1462], [13.6629, -5.4821, -6.5074], [15.0867, -2.0543, 0.5927], [16.1856, -4.5586, 1.3925], [17.6591, -0.6170, -3.6807], [17.7713, 1.2297, 3.4100], [22.8537, -2.4161, 2.0710], [10.1076, -2.7147, -2.4550], [19.5375, -3.4246, 1.4185], [5.7672, -5.0493, 1.7919], [11.9103, -3.0123, 2.0756], [21.8229, -8.3463, -1.2081], [17.8324, -2.7495, 5.5331], [16.9319, 0.5764, 3.1720], [13.6871, 1.2371, -3.7060], [20.3938, 1.0039, -0.6237], [17.5100, -7.6064, -2.5468], [10.9669, 0.0880, 0.1251], [12.8891, -2.9924, 1.0499], [17.6551, -3.1098, 2.8200], [13.7099, -5.4976, 3.7901], [12.0562, 1.7560, -4.1447], [11.9693, -6.7519, 4.4353], [12.5710, -4.6821, -6.1155], [13.6628, 1.7870, -0.1917], [12.8970, -10.4710, -3.2643], [13.8281, -4.0555, -2.8610], [18.0892, 1.5477, -5.7725], [15.3760, 1.5215, 1.6929], [21.2029, -5.3599, -1.6414], [9.4522, -1.1633, 0.8304], [16.8697, 0.6439, -6.8071], [16.7882, -1.8864, -5.7907], [11.7554, -0.8751, -5.8876], [12.2395, -3.4999, 2.9948], [18.8093, -2.4341, 5.8842], [16.7448, -6.4982, -3.2929], [14.0924, -2.0812, 2.5071], [16.8117, -8.7276, -2.6654], [5.9079, -4.7519, -0.0072], [18.0138, -0.7339, -5.1285], [14.3948, 2.4125, 1.6651], [9.1535, -2.2070, -2.3230], [9.3936, -5.1795, 2.9670], [11.1698, -7.8464, 3.8073], [20.6438, -5.5427, -3.8168], [22.4483, -7.7436, -1.8694], [12.2746, -0.1641, -3.4230], [13.6958, -6.4301, -5.9849], [8.1860, -8.9244, 5.1614], [21.5267, -2.0300, 1.5050], [15.8016, -9.3985, -4.7771], [11.0130, -1.8316, -3.1425], [14.1880, -2.3808, -1.6452], [16.5245, 1.0388, -5.1081], [7.7293, -2.1526, 1.6030], [16.3743, -5.4714, 3.5462], [10.3177, -0.0940, 0.9754], [19.9201, -4.3276, -3.8643], [20.7340, 0.3703, -1.4328], [13.5825, -5.7408, -7.5697], [12.8907, 3.1720, 0.5734], [19.4557, -4.3264, -4.8523], [16.5876, -2.2747, -1.2900], [21.6331, 2.9931, 1.8121], [23.2722, -8.3010, -2.3004], [6.2879, -3.4856, 1.1402], [8.0473, -5.0838, 0.9708], [10.2957, -1.2279, -6.7762], [20.9384, -0.5794, 3.3361], [14.4714, -10.9465, -5.7184], [20.9328, 2.4204, 1.2148], [7.6991, -0.7990, 3.6950], [17.1516, -2.8924, -5.5788], [15.8303, 0.9523, 0.7345], [18.6117, 2.0901, 0.6072], [17.1928, -1.9108, 5.2725], [12.6427, 1.2136, -3.4032], [12.8478, -6.3024, 3.5682], [9.2830, 0.4819, 3.0037], [22.3884, 1.4039, -0.1014], [14.2555, -1.2953, -1.8016], [13.6836, -2.7677, -6.5523], [15.7948, 1.3972, 2.9394], [9.2172, 1.2580, 4.1200], [12.6685, -3.3828, -6.3453], [16.8953, -2.8347, -2.1677], [14.5537, -3.6374, 1.9693], [16.5216, -1.6848, -6.8215]], "lowdin_charge": [0.00, 0.14, 0.16, 0.08, -0.38, -0.20, -0.56, 0.08, -0.02, -0.04, 0.05, -0.27, -0.39, 0.03, 0.04, 0.09, -0.63, -0.39, 0.23, -0.39, 0.06, 0.03, 0.17, 0.13, -0.87, 0.10, 0.16, -0.04, -0.07, 0.09, 0.20, 0.08, 0.08, -0.08, 0.23, 0.12, -0.24, -0.09, 0.10, 0.23, 0.12, -0.15, 0.10, 0.07, 0.10, -0.25, -0.63, 0.07, 0.11, 0.84, -0.01, 0.10, 0.07, -0.25, 0.02, 0.01, 0.10, 0.25, 0.07, 0.11, -0.25, 0.07, -0.40, 0.10, 0.10, 0.06, 0.10, 0.05, -0.02, 0.05, 0.08, 0.08, -0.23, -0.26, 0.06, -0.28, 0.04, 0.09, 0.12, 0.05, -0.03, -0.09, 0.04, -0.57, 0.09, -0.56, 0.00, 0.02, 0.06, -0.07, 0.10, -0.23, -0.02, 0.09, -0.02, -0.38, 0.09, -0.17, -0.58, 0.11, 0.10, 0.23, 0.02, 0.08, 0.17, 0.10, 0.04, -0.63, 0.11, -0.10, 0.05, -0.25, 0.08, 0.09, 0.04, -0.39, 0.14, 0.25, 0.04, 0.83, 0.01, 0.10, 0.05, -0.88, 0.01, -0.04, -0.04, 0.09, 0.15, 0.81, 0.22, -0.02, -0.16, 0.04, 0.07, 0.05, -0.09, -0.04, 0.12, 0.10, 0.10, 0.09, 0.01, 0.10, 0.09, 0.03, 0.86, 0.10, 0.05, 0.15, -0.10, 0.12, 0.04, 0.08, -0.02, 0.04, -0.02, -0.39, -0.28, 0.11, 0.13, 0.11, 0.03, 0.04, -0.63, 0.09, 0.11, 0.05]}